40
Properties=species:S:1:pos:R:3 method="wB97M-V/def2-TZVPD" lumo_energy_ha=-0.0057 fmax_ev_per_a=1.04 homo_lumo_gap_ha=0.3604 e_above_lowest_kcal_mol=0.0 multiplicity=1
H -3.3091 1.6979 0.9332
C -2.1680 -1.2931 1.5995
H -1.2642 -2.6300 -2.8998
H 0.7571 -1.2061 -2.4270
F 2.3176 3.5093 0.4783
H -3.0223 -2.6409 -3.1355
F 4.4724 2.7240 2.7607
F 2.2623 3.3798 2.7030
O -2.1842 0.1193 1.5557
C -0.8369 -1.8053 2.1048
H 1.5775 -1.5396 2.9119
O 0.7482 0.3652 -1.1048
H -1.3140 0.9525 -2.2920
H -0.6980 -1.6116 3.1739
F 2.9797 1.5521 1.5006
H 2.6787 0.2922 -1.8817
H -1.9810 -1.8985 -4.3586
C 1.4914 -1.6258 1.8218
H 2.1370 1.8497 -1.2642
H -2.9397 -1.6461 2.3013
K 0.1494 1.6107 1.4065
H -3.7593 0.1437 0.2096
F 3.8886 4.6632 1.7045
C 0.0523 -0.6388 -1.8074
C -2.1160 -2.0586 -3.2806
H -4.1956 0.4936 1.9029
O -2.2713 -0.8299 -2.6086
H -2.4232 -1.7158 0.6206
H -0.7643 0.0627 -3.6895
H 1.6395 -2.6815 1.5664
H 2.2365 -0.9920 1.3496
C -3.4306 0.6351 1.1323
F 4.5311 2.8480 0.4520
C 1.8170 0.9644 -1.8126
H -0.8230 -2.8874 1.9181
O 0.2153 -1.1916 1.3835
H -0.3427 -1.3380 -1.0669
H 1.5321 1.2863 -2.8203
P 3.4618 3.1381 1.6016
C -1.1020 -0.0572 -2.6429